1.
The following is a DFT calculation (ωB97M-V/def2-TZVPD) of a structure of composition C50H41N9O3S3Ti.

Results
- HOMO level (spin up / spin down): -6.14 / -7.62 eV
- Charge: 0
- ⟨S²⟩: 2.020
- Calculated total energy: -127694.2824 eV
- Frontier orbital gap (spin up / spin down): 0.213 / 0.259 Eh
- Spin multiplicity: 3

Structure (XYZ):
```
107
Properties=species:S:1:pos:R:3:forces:R:3:lowdin_spin:R:1
Ti -1.7796 -0.1715 0.1009 -0.1429 1.6027 0.6527 1.0171
O -1.4972 -3.7184 -5.7732 0.2468 0.8071 -0.0986 0.0020
C -1.1488 -2.5185 -5.6883 0.1850 -0.2489 -0.5953 0.0011
O -0.5962 -1.7313 -6.4962 -0.4016 -0.6715 0.4909 0.0007
C -1.4242 -1.8910 -4.3095 0.0176 0.0758 0.0555 0.0135
C -1.0512 -0.5765 -4.0528 0.1243 0.1626 -0.4505 -0.0017
C -1.2158 -0.0631 -2.7931 0.1050 0.2747 0.4137 0.0114
N -1.6689 -0.8425 -1.7956 -0.0574 -0.1876 -1.2392 0.0000
C -2.1719 -2.0520 -2.0535 -0.1686 -0.0968 0.1871 0.0116
C -2.0541 -2.6075 -3.3100 -0.1092 -0.4700 -0.0880 0.0005
C -2.9502 -2.6149 -0.9160 0.4420 0.1833 -0.4956 0.0271
C -3.8027 -3.6905 -1.0411 -0.2006 -0.4185 -0.4021 -0.0044
C -4.6310 -4.0280 0.0107 -0.0813 -0.3121 -0.3969 0.0298
C -4.5762 -3.2835 1.1685 -0.0783 0.1480 0.4419 -0.0018
C -3.6807 -2.2405 1.2422 0.3987 0.0091 -0.2398 0.0302
N -2.8666 -1.9109 0.2228 -0.6185 -1.2706 0.1367 0.0092
C -0.9992 1.3693 -2.4100 -0.2514 -0.7883 0.0217 0.0025
C -0.6353 2.3232 -3.3265 -0.0035 0.4772 -0.4765 0.0012
C -0.5260 3.6442 -2.9147 0.0429 -0.0387 -0.3409 0.0015
C -0.7887 3.9601 -1.5999 0.0224 0.1487 0.1474 0.0015
C -1.1458 2.9392 -0.7369 -0.0105 -0.1653 0.0448 0.0020
N -1.2494 1.6734 -1.1290 0.0187 -0.0167 -0.1478 0.0050
H -0.6393 -0.0117 -4.8841 -0.0709 -0.1035 0.0784 -0.0003
H -2.4085 -3.6045 -3.5507 0.0550 0.0972 -0.0187 -0.0002
H -3.8323 -4.2394 -1.9760 -0.0291 0.0612 0.1235 -0.0008
H -5.3263 -4.8531 -0.0808 0.0496 0.0101 -0.0223 0.0018
H -5.2275 -3.4948 2.0064 0.0516 0.0213 -0.0099 -0.0009
H -3.5927 -1.6329 2.1247 0.0205 0.1771 0.2000 0.0032
H -0.4602 2.0431 -4.3587 -0.0645 0.0669 0.1091 0.0000
H -0.2507 4.4167 -3.6242 -0.0088 -0.0651 0.0388 0.0001
H -0.7347 4.9783 -1.2381 0.0033 -0.0361 -0.0086 0.0000
H -1.3846 3.1394 0.2966 -0.0479 0.0000 0.1084 0.0001
N -5.0952 2.9349 -0.2018 0.0845 -0.2051 -0.1288 0.0202
C -4.2049 1.9340 0.1130 -0.1930 0.1191 -0.0098 0.0263
S -4.1061 0.5368 -0.9216 0.1164 0.5231 0.4972 -0.0193
N -3.4919 2.1548 1.1813 0.5484 -0.6286 -0.0351 0.0032
N -2.5506 1.1429 1.4164 -0.2624 1.0550 1.0829 0.1596
C -1.9441 1.2286 2.6122 -0.1844 -0.0877 0.1075 0.1620
C -2.2075 2.3396 3.5716 0.0940 -0.0950 0.0308 0.0189
C -1.5956 3.5795 3.4111 0.0080 0.1366 0.0709 0.0065
C -1.8226 4.6089 4.3184 -0.0043 -0.1049 -0.0255 0.0003
C -2.6670 4.4048 5.4048 0.0309 -0.0415 -0.0407 0.0015
C -3.2746 3.1674 5.5794 0.0526 -0.0512 -0.0865 0.0006
C -3.0420 2.1410 4.6678 -0.0638 0.0671 0.0691 0.0077
C -1.0988 0.1307 2.9452 -0.1712 0.2317 -0.0463 0.1008
C -0.3926 0.0132 4.1614 0.1562 -0.1434 0.1614 0.0288
C 0.3683 -1.1040 4.3987 -0.0362 0.2538 0.2033 0.0562
C 0.4500 -2.1076 3.4172 0.0767 -0.1463 0.0438 0.0673
C -0.2303 -1.9241 2.2471 -0.4702 0.1583 -0.3957 0.0291
N -1.0103 -0.8435 1.9847 0.4238 -0.0049 0.5921 0.1214
H -5.8162 2.7027 -0.8596 -0.0696 -0.0068 -0.0100 0.0006
H -5.3334 3.5747 0.5408 0.0523 -0.0798 -0.0432 0.0005
H -0.9320 3.7417 2.5679 -0.0381 0.0006 0.0209 0.0005
H -1.3351 5.5688 4.1809 -0.0519 -0.0889 0.0003 0.0001
H -2.8454 5.2058 6.1149 0.0152 -0.0776 -0.0696 0.0001
H -3.9284 2.9985 6.4283 0.0359 0.0069 -0.0743 0.0001
H -3.5210 1.1756 4.7981 0.0287 0.0690 0.0104 0.0012
H -0.4807 0.8057 4.8942 0.0372 -0.0363 -0.0173 0.0000
H 0.9051 -1.2124 5.3361 -0.0602 0.0390 -0.0804 0.0023
H 1.0524 -2.9980 3.5612 -0.0789 0.1116 -0.0221 0.0034
H -0.1572 -2.6392 1.4340 -0.0216 0.0774 0.0200 0.0011
N -1.3393 -5.0795 0.8199 0.2648 0.1198 -0.3061 0.0007
C -0.3207 -4.7918 -0.0492 -0.0461 0.1202 0.0945 0.0004
N -0.1556 -3.6432 -0.6248 0.3626 -0.5131 -0.1823 0.0021
C 0.9522 -3.7072 -1.4912 -0.4083 0.2844 0.2613 0.0000
C 1.3771 -2.6660 -2.3088 0.0244 0.1502 -0.1855 0.0001
C 2.4970 -2.8446 -3.1088 -0.0339 -0.0046 0.0318 0.0001
C 3.2044 -4.0519 -3.0924 -0.0985 -0.0024 0.1173 0.0001
C 2.7805 -5.1067 -2.2943 -0.0339 0.0207 -0.0212 0.0001
C 1.6449 -4.9175 -1.5106 0.1702 -0.1121 -0.0429 0.0001
S 0.8512 -6.0401 -0.4433 -0.0521 -0.1693 0.0881 0.0001
H -1.8958 -4.3154 1.1703 0.0382 0.0015 -0.0354 0.0002
H -1.2919 -5.9106 1.3785 0.0264 -0.0081 0.0467 0.0000
H 0.8156 -1.7357 -2.3207 0.1158 -0.1361 0.0307 0.0000
H 2.8218 -2.0375 -3.7607 -0.0542 -0.1115 0.0842 0.0000
H 4.0856 -4.1697 -3.7124 -0.0941 -0.0059 0.0179 0.0000
H 3.3131 -6.0551 -2.2931 -0.1070 0.1796 0.0039 0.0000
O 0.4414 -0.0620 -0.1983 0.7924 -0.2646 0.4279 0.0240
S 1.6932 0.0229 0.6843 -0.9425 0.0626 -0.5939 0.0032
C 3.0571 -0.3698 -0.4108 -0.0170 -0.0564 -0.2414 -0.0002
C 3.2960 0.5139 -1.6133 -0.0106 0.1091 0.1507 0.0000
C 2.2684 0.9201 -2.4678 0.0115 -0.0276 -0.0703 0.0003
C 2.5488 1.7225 -3.5705 0.1507 -0.0567 0.0358 0.0001
C 3.8563 2.1242 -3.8339 -0.1085 -0.0849 0.0744 0.0000
C 4.8818 1.7251 -2.9843 -0.0169 -0.0017 -0.0045 0.0000
C 4.5990 0.9292 -1.8802 0.0789 -0.0130 -0.0402 0.0000
C 1.9430 1.7898 0.8927 0.2097 0.1998 0.3646 0.0020
C 3.2140 2.0597 1.6711 -0.0886 -0.0907 -0.0626 0.0001
C 3.3507 1.6007 2.9839 -0.0183 0.0125 -0.0384 0.0006
C 4.5397 1.7954 3.6772 -0.0392 0.0162 -0.0439 0.0000
C 5.6033 2.4526 3.0668 -0.0496 0.0069 -0.0397 0.0002
C 5.4697 2.9224 1.7648 -0.0604 -0.0169 0.0048 0.0000
C 4.2806 2.7239 1.0693 0.0343 0.0185 0.0222 0.0001
H 2.8002 -1.3886 -0.7176 0.1809 -0.0417 0.0488 0.0000
H 3.9256 -0.3954 0.2518 0.0573 -0.0842 -0.1150 0.0000
H 1.2457 0.6143 -2.2658 0.3646 -0.0037 -0.0380 0.0002
H 1.7411 2.0206 -4.2355 0.2630 -0.0624 0.1357 0.0000
H 4.0745 2.7375 -4.7008 -0.0198 -0.0396 0.0573 0.0000
H 5.9059 2.0310 -3.1817 -0.1514 -0.0481 0.0271 0.0000
H 5.4047 0.6160 -1.2198 -0.0955 0.0630 -0.0655 0.0000
H 1.0438 2.0916 1.4384 0.0375 0.1037 -0.0233 0.0009
H 1.9432 2.2394 -0.1011 -0.0162 0.0491 0.0536 0.0000
H 2.5185 1.0880 3.4620 0.0804 0.0482 -0.0401 0.0007
H 4.6342 1.4382 4.6985 -0.0150 0.0348 -0.1359 0.0000
H 6.5323 2.6030 3.6069 -0.0951 -0.0087 -0.0516 0.0000
H 6.2922 3.4473 1.2874 -0.1044 -0.0725 0.0562 0.0000
H 4.1787 3.0869 0.0503 0.0200 -0.0483 0.0963 0.0000
```
Forces are in eV/Å.

---

2.
The following is a DFT calculation (ωB97M-V/def2-TZVPD) of a structure of composition C50H44Cl5GeN6SiTc.

Results
- HOMO level (spin up / spin down): -2.72 / -4.22 eV
- Charge: -1
- ⟨S²⟩: 1.185
- Calculated total energy: -190709.1860 eV
- Frontier orbital gap (spin up / spin down): 0.183 / 0.238 Eh
- Spin multiplicity: 2

Structure (XYZ):
```
108
Properties=species:S:1:pos:R:3:forces:R:3:lowdin_spin:R:1
Tc -0.3045 -0.7724 -0.3189 0.8305 -0.1411 1.2438 -0.3663
Cl -1.5154 -0.9026 1.6931 -0.5698 0.1088 0.7629 0.0098
C -0.3265 -1.7201 2.6391 0.6601 0.0495 0.0270 0.0342
C 0.9731 -1.7010 2.0571 -0.3836 -0.2330 0.5436 0.0299
C 1.7688 -2.8023 2.5138 -0.3487 0.2677 -0.3573 0.0484
Cl 2.8148 -3.5407 1.3587 0.5663 0.2993 0.0312 0.0201
C 1.4850 -3.4715 3.6914 -0.0298 0.0257 0.1735 -0.0045
Cl 2.5017 -4.7630 4.2193 0.0894 0.0107 0.0548 -0.0025
C 0.3406 -3.1631 4.4302 -0.0143 -0.0717 -0.2207 0.0459
Cl 0.0735 -3.8355 5.9937 -0.0574 -0.0637 0.0192 0.0135
C -0.6272 -2.3705 3.8115 -0.1000 -0.0849 0.2072 -0.0021
Cl -2.2147 -2.2475 4.4838 -0.0181 0.1047 0.0446 -0.0037
C -0.8446 1.3480 -0.4295 -0.5494 0.0758 -0.2497 -0.0078
Si -2.6494 1.5119 -0.8404 0.4605 -0.0702 -0.2338 -0.0017
C -2.9668 0.2201 -2.2042 -0.1543 0.1943 0.1928 0.0005
N -2.3363 -1.0828 -1.8980 0.2841 0.0387 0.1940 0.0090
C -1.8703 -1.7292 -3.1357 -0.0673 -0.0715 -0.2291 0.0017
C -3.0180 -2.1682 -4.0460 0.0407 -0.0121 0.1877 0.0003
C -3.9786 -3.1145 -3.2912 0.0406 0.0332 0.0597 0.0001
C -3.5269 -3.3116 -1.8433 0.0019 0.1115 -0.1809 0.0010
C -3.2670 -1.9746 -1.1532 -0.0690 -0.2730 0.2120 0.0008
C -3.8917 1.3199 0.5747 0.2747 -0.0414 -0.0330 -0.0003
C -3.5147 1.5539 1.8983 -0.0368 0.1082 -0.0362 0.0002
C -4.4254 1.4343 2.9386 -0.0033 0.0062 0.0830 0.0000
C -5.7399 1.0795 2.6748 0.0123 0.0254 -0.0214 0.0001
C -6.1399 0.8556 1.3646 -0.0521 -0.0052 0.0152 0.0000
C -5.2223 0.9764 0.3318 -0.0175 -0.0112 -0.0926 -0.0001
C -2.9681 3.2286 -1.5909 -0.0348 -0.0836 0.0452 -0.0002
C -3.6754 4.2228 -0.9142 -0.0485 -0.0966 -0.0073 0.0000
C -3.7006 5.5323 -1.3746 -0.0124 0.0977 -0.0177 0.0000
C -3.0150 5.8777 -2.5296 0.0082 -0.0019 0.0282 0.0000
C -2.3173 4.9017 -3.2290 0.0150 0.0343 -0.0536 0.0000
C -2.2985 3.5975 -2.7612 -0.0327 -0.0465 -0.0011 0.0001
H -0.6795 1.9254 0.4889 -0.2271 -0.2234 -0.0849 -0.0049
H -0.3096 1.8963 -1.2212 -0.2339 0.0846 -0.0347 -0.0003
H -2.4885 0.6297 -3.0997 0.0267 0.0091 -0.0048 0.0000
H -4.0306 0.0968 -2.4524 0.0216 0.0210 -0.0869 0.0002
H -1.2557 -2.5913 -2.8754 -0.0008 0.0612 0.0139 0.0017
H -1.2272 -1.0194 -3.6586 0.0422 -0.0359 0.0437 0.0000
H -2.6006 -2.6616 -4.9256 0.0098 0.0496 -0.0313 0.0000
H -3.5509 -1.2796 -4.3905 -0.0108 -0.0376 -0.0922 0.0000
H -4.0303 -4.0826 -3.7926 -0.0694 0.0112 -0.0026 0.0000
H -4.9888 -2.6952 -3.2912 -0.0187 -0.0297 -0.0246 0.0000
H -2.6269 -3.9297 -1.8082 0.0031 0.0079 0.0414 0.0006
H -4.2931 -3.8457 -1.2777 0.0221 -0.0073 0.0349 0.0003
H -2.8664 -2.1823 -0.1606 -0.0142 0.0968 -0.0143 0.0003
H -4.2214 -1.4579 -1.0079 0.0172 0.0377 -0.0485 0.0000
H -2.4909 1.8332 2.1180 0.0099 -0.0231 0.0310 0.0001
H -4.1055 1.6118 3.9582 0.0056 -0.0070 -0.0026 0.0000
H -6.4516 0.9815 3.4853 0.0048 -0.0066 0.0045 0.0000
H -7.1674 0.5870 1.1506 0.0052 -0.0101 -0.0109 0.0000
H -5.5531 0.8037 -0.6879 -0.0077 -0.0182 0.0095 0.0000
H -4.2091 3.9646 -0.0056 0.0077 0.0402 0.0147 0.0000
H -4.2453 6.2911 -0.8251 -0.0089 -0.0152 0.0077 0.0000
H -3.0117 6.9036 -2.8770 -0.0299 -0.0044 -0.0156 0.0000
H -1.7757 5.1652 -4.1299 -0.0130 -0.0121 -0.0102 0.0000
H -1.7380 2.8460 -3.3092 0.0574 0.0450 -0.0151 0.0000
N 2.2032 -0.9847 -3.6988 -0.1369 -0.0281 0.1170 0.0202
C 1.4793 -0.2045 -2.8915 0.0018 -0.0033 -0.2966 -0.0052
N 0.8846 -0.9443 -1.9871 0.4309 -0.3692 -0.6251 0.0272
C 1.2809 -2.2440 -2.2975 0.3018 0.4858 -0.4389 0.0317
N 2.0993 -2.2907 -3.3413 -0.0647 -0.1308 0.1830 0.0970
C 0.7370 -3.3071 -1.5324 -0.2462 -0.7830 0.3646 0.1475
C 0.9537 -4.6671 -1.7697 0.0062 0.5168 -0.0884 -0.0040
N 0.4121 -5.6334 -1.0621 0.0167 -0.3927 0.0708 0.1746
C -0.3826 -5.2201 -0.0200 0.0765 0.2963 -0.1167 0.1021
C -0.6291 -3.9008 0.2380 -0.1823 -0.4991 0.1894 0.0588
N -0.1147 -2.8953 -0.5012 0.0970 0.6911 -0.5922 0.2465
H 2.8421 -0.7195 -4.4239 -0.0152 0.0943 -0.0351 0.0004
H 1.4194 0.8640 -2.9811 -0.0822 -0.2136 -0.1158 -0.0004
H 1.6006 -4.9519 -2.5952 0.0114 0.0132 0.0019 -0.0041
H -0.8117 -5.9999 0.5951 -0.0406 0.0543 0.0575 0.0056
H -1.2691 -3.6204 1.0672 -0.0246 0.0029 -0.0072 0.0015
C 1.2487 -0.7641 1.0152 -0.2825 0.0986 -1.1600 0.2249
Ge 2.9377 0.2616 1.1383 -0.4532 0.2418 0.1702 0.0332
C 4.4710 -0.5153 2.1335 -0.3462 -0.2358 -0.3421 0.0040
C 5.5944 -1.0526 1.5076 -0.1644 -0.0342 -0.0910 0.0004
C 6.5814 -1.7026 2.2317 0.0703 -0.0490 -0.0075 0.0002
C 6.4576 -1.8368 3.6063 0.0452 -0.0010 0.0116 0.0003
C 5.3402 -1.3225 4.2464 -0.0756 -0.0167 0.0527 0.0003
C 4.3573 -0.6711 3.5146 -0.0630 -0.1111 -0.0291 0.0010
C 2.5498 1.9177 2.2085 0.1129 -0.2246 -0.0620 0.0069
C 3.4019 2.3646 3.2173 0.0433 -0.0158 -0.0391 0.0004
C 3.1846 3.5744 3.8647 0.0121 0.0390 0.0436 0.0006
C 2.1140 4.3781 3.5039 0.0201 -0.0048 0.0313 -0.0002
C 1.2523 3.9507 2.5036 -0.0111 0.0221 0.0384 0.0004
C 1.4686 2.7335 1.8749 -0.0809 -0.1140 -0.0296 0.0011
C 3.4957 1.1336 -0.5628 -0.1165 -0.2557 0.1412 0.0027
C 2.5215 1.8839 -1.2223 0.1585 0.1807 0.3189 0.0001
C 2.8217 2.6251 -2.3549 0.1531 0.1849 0.0774 -0.0001
C 4.1096 2.6087 -2.8735 -0.0332 0.0146 -0.0478 0.0002
C 5.0879 1.8557 -2.2421 0.0536 -0.0271 -0.0248 -0.0001
C 4.7840 1.1380 -1.0918 0.0258 -0.0750 0.0559 0.0005
H 5.6707 -1.0095 0.4279 0.0813 -0.0960 0.0774 0.0000
H 7.4309 -2.1342 1.7157 0.0191 0.0257 0.0218 0.0000
H 7.2184 -2.3579 4.1743 0.0003 -0.0012 -0.0009 0.0000
H 5.2152 -1.4526 5.3144 0.0247 0.0138 0.0090 0.0000
H 3.4731 -0.2988 4.0208 0.0257 -0.0369 0.0467 0.0000
H 4.2545 1.7626 3.5064 0.0170 0.1163 -0.0130 0.0000
H 3.8577 3.8879 4.6544 0.0101 0.0198 -0.0180 0.0001
H 1.9541 5.3276 4.0003 -0.0223 -0.0009 0.0021 0.0000
H 0.4071 4.5643 2.2143 -0.0076 -0.0036 -0.0146 0.0000
H 0.7749 2.4082 1.1109 0.2311 0.0879 0.1311 -0.0001
H 1.5070 1.8693 -0.8405 0.1292 0.0630 -0.0601 -0.0007
H 2.0496 3.2149 -2.8374 -0.0268 0.0120 0.0078 0.0000
H 4.3512 3.1840 -3.7593 -0.0021 0.0021 -0.0044 0.0000
H 6.0951 1.8299 -2.6413 0.0040 0.0254 0.0165 0.0000
H 5.5709 0.5832 -0.5978 0.0153 0.1031 -0.0907 0.0000
```
Forces are in eV/Å.

---

The calculation returns the following relative energy (zero: lowest compared OMol25 entry of this formula, charge and spin) values, one per record and in order: 22.25 0.00 kcal per mole.